{
  "formula": "C50H139N11O17",
  "method": "ωB97M-V with the def2-TZVPD basis set",
  "total_charge": 0,
  "homo_lumo_gap_ev": 9.15,
  "homo_energy_ev": -8.596,
  "de_lowest_kcal_mol": 0.0,
  "lumo_ev": 0.56,
  "symbols": ["C", "C", "O", "O", "H", "H", "H", "H", "H", "H", "C", "C", "O", "O", "H", "H", "H", "H", "H", "H", "C", "C", "O", "O", "H", "H", "H", "H", "H", "H", "C", "C", "C", "O", "C", "N", "H", "H", "H", "H", "H", "H", "H", "H", "H", "H", "H", "C", "C", "C", "O", "C", "N", "H", "H", "H", "H", "H", "H", "H", "H", "H", "H", "H", "C", "C", "C", "O", "C", "N", "H", "H", "H", "H", "H", "H", "H", "H", "H", "H", "H", "C", "C", "C", "O", "C", "N", "H", "H", "H", "H", "H", "H", "H", "H", "H", "H", "H", "C", "C", "C", "O", "C", "N", "H", "H", "H", "H", "H", "H", "H", "H", "H", "H", "H", "C", "C", "C", "O", "C", "N", "H", "H", "H", "H", "H", "H", "H", "H", "H", "H", "H", "C", "C", "C", "O", "C", "N", "H", "H", "H", "H", "H", "H", "H", "H", "H", "H", "H", "C", "C", "C", "O", "C", "N", "H", "H", "H", "H", "H", "H", "H", "H", "H", "H", "H", "C", "C", "C", "O", "C", "N", "H", "H", "H", "H", "H", "H", "H", "H", "H", "H", "H", "C", "C", "C", "O", "C", "N", "H", "H", "H", "H", "H", "H", "H", "H", "H", "H", "H", "C", "C", "C", "O", "C", "N", "H", "H", "H", "H", "H", "H", "H", "H", "H", "H", "H"],
  "positions_angstrom": [[11.38747, 18.43112, 14.56021], [12.51439, 19.42156, 14.50993], [13.74067, 18.91301, 15.00492], [11.61831, 17.33536, 13.69980], [10.41941, 18.90749, 14.37039], [11.41798, 18.08564, 15.60430], [12.22667, 20.26014, 15.15531], [12.67040, 19.75890, 13.43602], [14.07892, 18.33880, 14.31490], [12.55546, 17.03431, 13.83944], [12.60952, 13.12938, 12.29538], [11.54535, 14.11169, 11.77776], [10.40916, 13.92910, 12.60400], [13.26468, 13.51689, 13.54624], [13.46292, 13.15607, 11.59775], [12.13304, 12.13003, 12.26662], [11.33776, 13.84560, 10.73542], [11.95434, 15.11712, 11.85416], [10.18946, 14.71870, 13.07710], [12.65930, 13.33643, 14.26994], [18.56432, 11.38451, 15.46239], [18.31356, 10.56570, 16.68126], [19.56449, 10.58460, 17.36641], [19.15064, 10.57737, 14.38471], [19.13244, 12.29244, 15.63824], [17.61825, 11.65584, 15.00924], [18.04006, 9.54626, 16.33515], [17.53824, 11.00303, 17.31913], [19.38909, 10.34826, 18.30012], [19.95028, 10.24206, 14.78540], [15.99741, 17.32481, 23.25834], [14.72992, 17.26228, 22.41915], [13.52252, 17.80411, 23.12047], [12.41406, 17.63995, 22.24716], [11.28542, 18.25475, 22.80826], [14.92446, 17.87545, 21.10741], [16.76653, 16.70214, 22.80153], [15.87442, 16.93568, 24.28167], [16.48284, 18.28570, 23.37182], [14.59916, 16.20786, 22.12599], [13.74098, 18.87539, 23.38034], [13.17390, 17.28124, 24.03990], [10.97552, 17.80397, 23.77566], [10.44550, 18.21858, 22.13153], [11.50332, 19.33172, 23.00401], [14.52001, 17.33532, 20.36872], [14.73265, 18.87376, 21.04829], [20.41906, 14.33665, 22.28203], [21.41348, 13.20936, 22.15617], [21.13600, 12.13106, 23.18829], [20.85012, 12.67627, 24.48090], [20.38976, 11.62938, 25.33878], [21.27407, 12.57066, 20.85393], [19.46037, 13.84657, 22.36837], [20.39099, 14.98821, 21.38648], [20.47786, 14.96876, 23.15987], [22.45541, 13.58147, 22.32928], [21.94333, 11.37721, 23.27908], [20.19471, 11.63180, 22.91506], [19.90806, 10.85365, 24.74754], [19.77473, 11.95697, 26.17451], [21.28227, 11.18343, 25.79966], [21.99783, 11.86948, 20.73415], [21.34946, 13.18240, 20.04008], [8.81310, 18.77048, 17.74837], [9.81915, 17.73888, 18.20107], [11.03307, 18.42493, 18.83657], [11.61048, 19.37891, 17.96753], [12.95803, 19.60718, 18.31802], [9.23897, 16.76859, 19.14491], [8.49745, 19.32138, 18.65332], [7.95118, 18.34833, 17.23851], [9.30768, 19.50332, 17.11368], [10.09438, 17.08118, 17.36861], [11.80266, 17.62766, 18.99840], [10.76325, 18.81944, 19.80986], [13.55085, 18.69259, 18.31714], [13.08862, 19.93146, 19.37697], [13.42284, 20.31094, 17.67213], [9.96734, 16.19127, 19.56968], [8.78274, 17.25420, 19.91534], [16.65021, 9.20002, 20.16013], [17.38201, 10.52880, 20.40680], [17.15679, 11.07028, 21.85992], [15.77273, 11.18117, 22.18628], [15.08361, 12.30854, 21.67728], [18.78999, 10.38024, 20.04319], [16.69213, 9.03366, 19.08234], [15.61842, 9.22235, 20.40770], [17.09811, 8.33515, 20.69763], [16.99338, 11.27383, 19.71311], [17.73951, 11.99475, 22.02270], [17.40937, 10.31433, 22.60709], [15.58810, 13.25479, 22.00540], [14.06887, 12.32636, 22.06548], [15.04697, 12.27813, 20.57879], [19.22196, 9.53697, 20.35864], [19.35588, 11.19027, 20.24893], [14.15268, 11.01349, 18.13318], [13.53858, 11.36258, 16.74319], [12.28800, 12.24289, 16.93092], [11.71518, 12.51208, 15.65651], [10.39068, 12.83535, 15.61468], [14.46959, 12.04720, 15.88415], [14.39382, 11.92682, 18.64223], [15.12472, 10.54124, 17.93844], [13.49488, 10.42169, 18.80072], [13.15730, 10.42904, 16.35801], [12.60881, 13.13208, 17.46904], [11.50812, 11.67542, 17.43538], [10.08572, 13.09780, 14.60457], [10.15686, 13.68904, 16.27146], [9.70625, 11.97519, 15.91620], [14.74411, 12.96020, 16.27292], [14.27583, 12.15172, 14.89811], [21.13539, 15.55946, 17.88742], [20.41101, 16.82169, 17.57916], [20.67448, 17.86261, 18.70838], [20.05393, 17.37577, 19.90628], [20.16025, 18.18715, 21.02494], [21.13466, 17.58839, 16.50121], [21.17266, 14.87475, 17.03184], [20.60723, 15.03192, 18.67665], [22.15096, 15.71541, 18.28705], [19.33702, 16.66241, 17.55234], [20.18441, 18.79037, 18.45468], [21.74485, 17.98861, 18.86171], [19.95811, 19.25313, 20.82995], [21.18946, 18.05115, 21.49284], [19.46091, 17.88912, 21.80044], [20.41080, 18.23912, 16.16235], [21.24916, 16.94625, 15.71645], [8.37370, 13.20197, 19.72831], [9.59322, 12.32803, 19.57386], [10.81429, 12.88380, 20.30001], [11.08076, 14.26803, 19.97854], [12.25660, 14.59803, 20.74034], [9.41202, 10.93425, 20.15294], [7.45292, 12.77552, 19.23578], [8.59284, 14.20164, 19.33303], [8.14727, 13.34220, 20.78817], [9.83245, 12.13396, 18.52876], [11.70885, 12.31492, 20.09291], [10.69311, 12.80686, 21.40409], [12.45316, 15.70183, 20.68274], [13.13091, 14.04076, 20.37178], [12.13181, 14.25103, 21.77299], [8.53207, 10.59698, 19.78107], [9.24419, 11.04431, 21.15573], [16.64795, 20.02837, 18.87120], [16.85734, 20.70365, 20.24051], [17.69090, 22.00706, 20.15754], [17.23074, 22.88435, 19.17239], [17.91529, 24.10469, 19.26348], [15.54049, 21.10556, 20.75457], [17.60874, 19.83261, 18.43497], [16.16006, 20.76488, 18.23443], [16.03936, 19.10901, 18.91849], [17.35786, 20.11066, 20.99521], [18.75917, 21.86180, 19.98632], [17.66768, 22.56752, 21.12369], [18.90502, 24.05865, 18.80222], [17.98664, 24.50549, 20.28193], [17.37570, 24.82949, 18.68429], [15.00596, 21.55222, 20.01689], [15.58876, 21.84572, 21.45600], [15.43626, 16.06567, 10.75156], [14.82484, 17.22056, 11.59922], [13.59805, 17.74706, 10.86802], [13.96074, 18.33740, 9.64079], [14.31255, 19.69860, 9.73298], [14.52450, 16.86732, 12.99540], [15.62309, 16.42342, 9.74359], [14.69151, 15.27080, 10.79618], [16.36434, 15.67345, 11.18105], [15.53322, 18.06322, 11.62969], [13.06788, 18.46134, 11.54941], [12.87940, 16.95095, 10.64287], [14.46524, 19.94513, 8.69918], [15.28179, 19.83551, 10.28388], [13.51182, 20.28993, 10.24085], [14.17171, 15.88712, 13.06325], [15.44524, 16.75882, 13.43203], [18.58907, 17.67262, 12.34114], [19.21058, 16.99670, 13.55509], [18.59597, 15.62320, 13.71740], [17.26053, 15.80197, 14.24839], [16.66639, 14.53364, 14.36923], [20.67274, 16.84190, 13.47959], [17.49327, 17.66453, 12.37378], [18.92407, 17.08688, 11.43867], [18.91461, 18.72204, 12.21368], [19.08182, 17.62006, 14.43639], [19.11441, 14.99679, 14.45171], [18.52243, 15.16407, 12.68534], [15.69542, 14.58720, 14.88442], [17.37483, 13.85314, 14.87075], [16.51780, 14.05339, 13.36880], [21.12448, 17.75391, 13.30386], [21.00376, 16.29675, 12.66493], [17.14581, 14.04280, 18.06645], [16.74844, 15.46524, 18.36554], [15.21688, 15.63765, 18.32812], [14.74530, 15.26714, 17.06665], [13.51206, 15.86663, 16.73389], [17.18958, 15.82458, 19.71382], [16.75157, 13.38113, 18.86038], [18.24016, 13.88653, 17.99079], [16.68230, 13.68536, 17.16791], [17.14374, 16.16514, 17.62482], [14.93530, 16.69123, 18.53861], [14.74100, 15.01201, 19.06617], [13.62991, 16.96146, 16.58893], [12.76536, 15.66925, 17.53639], [13.13430, 15.38312, 15.82716], [18.21577, 15.85330, 19.77223], [16.92982, 16.82253, 19.84573]]
}